The following is a quantum chemistry calculation of a structure of composition CHF4NiO at a distorted geometry, from OMol25.

Structure (XYZ):
```
8
CHF4NiO | OMol25 | wB97M-V/def2-TZVPD
Ni 0.417 -1.312 -1.532
F 1.061 -0.065 1.078
F -1.218 0.114 1.109
F 0.164 -2.585 -0.378
F 0.047 1.779 1.095
O 0.013 0.407 -0.794
C -0.048 0.531 0.678
H -0.436 1.131 -1.258
```

## Properties
- Expectation value of S²: 2.004
- LUMO energy (alpha / beta): -0.2466 / -0.3049 Ha
- Total charge: +1
- E_HOMO (alpha / beta): -18.12 / -17.76 eV
- Spin multiplicity: 3
- F_max: 0.0325 Eh/bohr

The following is a quantum chemistry calculation of a cluster of 2 separate species, CHFIN in total at a distorted geometry, from OMol25.

Structure (XYZ):
```
5
CHFIN | OMol25 | wB97M-V/def2-TZVPD
I 3.661 -0.120 -0.017
F 1.407 2.023 -0.004
N 0.563 -0.367 0.009
C 1.667 0.123 -0.016
H -0.162 0.387 -0.233
```

## Properties
- Expectation value of S²: 2.026
- Energy above the lowest of the compared OMol25 structures with the same formula, charge and spin: 37.4 kcal/mol
- LUMO energy (alpha / beta): 0.0157 / -0.1690 Ha
- E_HOMO (alpha / beta): -6.83 / -10.65 eV
- Spin multiplicity: 3
- F_max: 0.1295 Eh/bohr

The following is a quantum chemistry calculation of an isolated molecule of CHFN2O at a distorted geometry, from OMol25.

Structure (XYZ):
```
6
CHFN2O | OMol25 | wB97M-V/def2-TZVPD
F -0.022 1.197 -1.469
O -0.837 0.980 0.547
N 0.904 -0.380 -0.047
N 0.476 -1.451 0.511
C -0.018 0.744 -0.270
H -0.504 -1.091 0.729
```

## Properties
- Energy above the lowest of the compared OMol25 structures with the same formula, charge and spin: 10.5 kcal/mol
- LUMO energy: -0.0332 Ha
- E_HOMO: -10.61 eV
- F_max: 0.1041 Eh/bohr

The following is a quantum chemistry calculation of an isolated molecule of CHFN2O2S at a distorted geometry, from OMol25.

Structure (XYZ):
```
8
CHFN2O2S | OMol25 | wB97M-V/def2-TZVPD
S -0.882 0.679 -0.001
F -1.015 0.676 -1.586
O -0.193 1.818 0.399
O -2.151 0.357 0.465
N 0.248 -0.709 0.127
N 2.594 -0.572 0.752
C 1.515 -0.701 0.353
H -0.115 -1.548 -0.509
```

## Properties
- Energy above the lowest of the compared OMol25 structures with the same formula, charge and spin: 15.1 kcal/mol
- LUMO energy: -0.0049 Ha
- E_HOMO: -11.10 eV
- F_max: 0.1340 Eh/bohr

The following is a quantum chemistry calculation of a cluster of 2 separate species, CHFNO5S in total at a distorted geometry, from OMol25.

Structure (XYZ):
```
10
CHFNO5S | OMol25 | wB97M-V/def2-TZVPD
S 2.423 0.373 0.030
F -0.297 0.754 1.953
O 3.068 -0.237 1.172
O 2.260 -0.383 -1.247
O -0.996 1.121 -1.394
O -1.234 2.547 0.259
O 2.723 1.806 -0.124
N -0.835 1.433 -0.171
C -0.134 0.617 0.596
H -0.131 -0.454 0.409
```

## Properties
- Energy above the lowest of the compared OMol25 structures with the same formula, charge and spin: 40.9 kcal/mol
- LUMO energy (alpha / beta): 0.0827 / 0.0827 Ha
- Total charge: -1
- E_HOMO (alpha / beta): -5.17 / -5.17 eV
- F_max: 0.1043 Eh/bohr

The following is a quantum chemistry calculation of an isolated molecule of CHFNPS2 at a distorted geometry, from OMol25.

Structure (XYZ):
```
7
CHFNPS2 | OMol25 | wB97M-V/def2-TZVPD
S -2.125 3.179 -0.592
S 0.089 -0.014 -1.225
P -1.781 1.297 -0.331
F -3.107 0.402 -0.771
N -1.655 0.682 2.429
C -1.829 0.922 1.348
H -0.659 0.014 -2.413
```

## Properties
- Expectation value of S²: 2.010
- Energy above the lowest of the compared OMol25 structures with the same formula, charge and spin: 0.0 kcal/mol
- LUMO energy (alpha / beta): -0.0050 / -0.1643 Ha
- E_HOMO (alpha / beta): -7.65 / -9.85 eV
- Spin multiplicity: 3
- F_max: 0.0813 Eh/bohr

The following is a quantum chemistry calculation of a cluster of 2 separate species, CHFO in total at a distorted geometry, from OMol25.

Structure (XYZ):
```
4
CHFO | OMol25 | wB97M-V/def2-TZVPD
F -0.743 1.187 0.006
O -0.787 -1.096 0.009
C -0.289 -0.020 0.015
H 1.819 -0.071 -0.030
```

## Properties
- Energy above the lowest of the compared OMol25 structures with the same formula, charge and spin: 77.0 kcal/mol
- LUMO energy (alpha / beta): -0.0335 / -0.0251 Ha
- E_HOMO (alpha / beta): -10.65 / -10.15 eV
- F_max: 0.0807 Eh/bohr

The following is a quantum chemistry calculation of a structure of composition CHFeO3 at a distorted geometry, from OMol25.

Structure (XYZ):
```
6
CHFeO3 | OMol25 | wB97M-V/def2-TZVPD
Fe 1.864 0.118 0.158
O 0.113 1.077 0.193
O -1.785 -0.147 -0.014
O 0.108 -1.062 -0.100
C -0.591 0.122 -0.247
H -0.783 -1.650 0.159
```

## Properties
- Expectation value of S²: 12.015
- Energy above the lowest of the compared OMol25 structures with the same formula, charge and spin: 40.0 kcal/mol
- LUMO energy (alpha / beta): -0.1989 / -0.3718 Ha
- Total charge: +1
- E_HOMO (alpha / beta): -14.31 / -16.55 eV
- Spin multiplicity: 7
- F_max: 0.1410 Eh/bohr

The following is a quantum chemistry calculation of a structure of composition CHGdLiO at a distorted geometry, from OMol25.

Structure (XYZ):
```
5
CHGdLiO | OMol25 | wB97M-V/def2-TZVPD
Gd -0.035 -2.697 -0.386
O -0.264 1.371 -0.425
C -1.283 0.824 -0.199
Li 1.577 0.864 0.303
H 0.005 -0.363 0.707
```

## Properties
- Expectation value of S²: 16.117
- Energy above the lowest of the compared OMol25 structures with the same formula, charge and spin: 0.0 kcal/mol
- LUMO energy (alpha / beta): -0.1658 / -0.1579 Ha
- Total charge: +1
- E_HOMO (alpha / beta): -11.95 / -9.81 eV
- Spin multiplicity: 8
- F_max: 0.0796 Eh/bohr

The following is a quantum chemistry calculation of an isolated molecule of CHIOS at a distorted geometry, from OMol25.

Structure (XYZ):
```
5
CHIOS | OMol25 | wB97M-V/def2-TZVPD
I -3.362 -0.217 -0.044
S -1.674 1.920 -0.033
O 0.851 1.252 0.112
C -0.268 0.856 0.012
H -0.625 -0.250 0.332
```

## Properties
- Energy above the lowest of the compared OMol25 structures with the same formula, charge and spin: 29.7 kcal/mol
- LUMO energy: -0.0971 Ha
- E_HOMO: -10.01 eV
- F_max: 0.0660 Eh/bohr

The following is a quantum chemistry calculation of a structure of composition CHIOS2 at a distorted geometry, from OMol25.

Structure (XYZ):
```
6
CHIOS2 | OMol25 | wB97M-V/def2-TZVPD
I -2.062 1.205 -0.560
S 1.923 -0.030 -0.500
S 0.776 1.128 0.947
O -1.180 -0.458 -0.804
C 0.547 -0.498 0.334
H -0.004 -1.347 0.584
```

## Properties
- Energy above the lowest of the compared OMol25 structures with the same formula, charge and spin: 97.7 kcal/mol
- LUMO energy: -0.0547 Ha
- E_HOMO: -8.40 eV
- F_max: 0.0703 Eh/bohr

The following is a quantum chemistry calculation of a structure of composition CHIS2 at a distorted geometry, from OMol25.

Structure (XYZ):
```
5
CHIS2 | OMol25 | wB97M-V/def2-TZVPD
I -0.180 -1.281 -1.794
S 0.892 1.432 0.118
S 1.055 -0.446 1.007
C -0.122 0.005 -0.155
H -1.646 0.291 0.825
```

## Properties
- Energy above the lowest of the compared OMol25 structures with the same formula, charge and spin: 87.6 kcal/mol
- LUMO energy: -0.0335 Ha
- E_HOMO: -8.78 eV
- F_max: 0.0835 Eh/bohr